Density functional theory data (ωB97M-V/def2-TZVPD) for a cluster of 2 separate species, C2H6FNO in total.

## Properties
LUMO level = 0.759 eV
Total charge = 0
Structure (SMILES) = CC(=O)F.N
Energy relative to the best compared isomer or geometry (same formula, charge and spin) = 0.255 eV

Structure (XYZ):
```
11
Properties=species:S:1:pos:R:3:forces:R:3
C -1.46223 -0.80742 -0.11252 0.7 3.9 -0.5
C -1.02841 0.26376 0.92487 1.0 -1.2 0.1
O -1.23115 1.39697 1.16705 -0.8 0.0 -0.9
F -0.10336 -0.35890 1.72192 0.3 -0.2 0.3
H -2.51436 -0.80177 -0.09809 -1.4 0.1 -0.7
H -0.98025 -0.54487 -1.08828 -0.8 -0.1 0.7
H -1.13267 -1.72615 0.17943 1.0 -2.4 0.9
N 2.08218 0.54728 -1.03006 0.5 2.9 1.2
H 2.99261 0.24980 -0.64111 -0.7 0.0 -0.2
H 1.98555 1.55205 -0.63754 0.8 -1.4 -1.4
H 1.39210 0.22926 -0.38567 -0.6 -1.5 0.5
```
Positions in Å, forces in eV/Å.

Density functional theory data (ωB97M-V/def2-TZVPD) for a cluster of 8 separate species, C6H32Cl4N5O2 in total.

## Properties
LUMO level = -9.444 eV
Total charge = +3

Structure (XYZ):
```
49
Properties=species:S:1:pos:R:3:forces:R:3
N -3.24023 -0.64115 -1.45654 -0.9 -1.1 2.1
H -3.19897 -1.65026 -1.28532 0.9 -0.1 -1.4
H -2.53400 -0.18693 -0.79250 0.3 1.0 0.1
H -4.16237 -0.55688 -1.01174 -0.1 1.2 -0.7
H -3.22011 -0.29286 -2.40814 0.0 -0.4 -0.2
N -2.00342 3.68598 -0.15398 0.0 -0.2 0.3
H -1.14907 4.23888 -0.05572 0.1 -0.1 -0.2
H -2.69176 4.09120 0.48252 -0.1 0.1 -0.2
H -1.86768 2.65894 0.09669 0.2 -0.6 0.3
H -2.33248 3.68608 -1.11785 -0.1 0.5 0.0
N 0.32145 0.20566 -4.20016 -0.8 -0.3 -1.0
H -0.53913 0.66535 -4.50206 0.2 0.2 -0.1
H 1.10521 0.84414 -4.33771 0.1 -0.1 0.4
H 0.44083 -0.59307 -4.83119 0.2 0.1 0.0
H 0.14696 -0.19885 -3.23142 0.7 -0.4 1.1
N -0.37529 -3.49840 -0.72053 0.4 -1.0 1.1
H -0.26627 -3.50262 0.30224 0.6 0.1 -0.1
H 0.19605 -4.27258 -1.07822 0.1 0.1 0.0
H -0.03932 -2.56501 -1.07750 -0.4 0.9 -0.4
H -1.35087 -3.74982 -0.84609 0.0 0.2 -0.7
N -3.97666 0.19958 2.01033 -0.2 -1.1 -0.4
H -3.74438 -0.49726 2.72552 -0.2 0.5 0.5
H -4.74512 -0.22075 1.48317 0.0 0.1 0.0
H -3.09511 0.30716 1.39967 0.4 1.0 -0.3
H -4.35207 1.07577 2.37394 0.4 0.0 0.4
O 0.08296 -0.90549 -1.65736 -1.2 0.7 -0.6
C 0.22330 0.32792 -0.96136 0.8 -1.2 0.3
C -0.52033 0.46283 0.38925 0.1 0.7 0.4
O -1.87904 0.95169 0.38966 -0.7 -0.8 -1.0
H 0.07247 1.21093 -1.60948 -0.7 0.1 0.0
H 1.29490 0.43951 -0.74349 0.0 0.0 0.5
H 0.05959 1.15801 1.00923 0.1 0.0 -0.1
H -0.47712 -0.47304 0.95721 0.1 -0.2 -0.3
Cl 3.06356 3.93800 2.72527 -0.3 0.0 -0.2
C 2.07695 2.48586 3.08123 0.2 0.2 -0.1
C 2.89823 1.25071 2.77137 0.7 0.1 0.9
Cl 4.28057 1.13843 3.92119 0.0 0.1 -0.3
H 1.19441 2.52163 2.44042 0.0 0.0 0.0
H 1.78131 2.60250 4.11957 0.0 -0.4 0.0
H 3.31329 1.35637 1.77127 0.0 -0.2 0.0
H 2.43136 0.28561 2.94784 -0.6 0.2 -0.4
Cl 2.03935 -2.24164 1.68539 -0.1 0.0 0.0
C 3.42516 -1.70456 0.64917 -0.6 0.1 -0.4
C 3.48604 -2.54071 -0.61314 -0.6 -0.9 0.1
Cl 3.57842 -4.29369 -0.21493 0.2 0.1 -0.2
H 4.30536 -1.72914 1.28222 0.1 0.0 -0.1
H 3.11712 -0.69633 0.38169 0.5 0.2 0.0
H 4.27608 -2.31026 -1.32292 0.3 0.2 0.4
H 2.54985 -2.46748 -1.16674 0.0 0.4 0.1
```
Positions in Å, forces in eV/Å.

Density functional theory data (ωB97M-V/def2-TZVPD) for the molecule C11H21N3O4.

## Properties
LUMO level = 0.409 eV
Total charge = 0
Structure (SMILES) = CC[C@H](C)[C@H](NC(=O)[C@@H](N)CCC(N)=O)C(=O)O
Energy relative to the best compared isomer or geometry (same formula, charge and spin) = 2.497 eV

Structure (XYZ):
```
39
Properties=species:S:1:pos:R:3:forces:R:3
C 4.40386 1.15564 0.29188 1.0 0.5 0.0
C 3.66622 0.08668 1.10244 0.8 -0.4 0.1
C 2.12226 0.05443 0.97515 1.3 -0.7 2.7
C 1.58132 -0.99190 1.95897 1.0 -1.2 -0.3
C 1.69313 -0.13782 -0.42975 0.0 2.1 -2.5
N 0.18303 -0.05168 -0.65741 1.4 -1.2 -1.2
C -0.20405 1.31359 -0.66923 -1.1 0.3 2.1
O 0.15911 2.13424 -1.44722 1.1 -0.1 -1.4
C -1.14839 1.77097 0.47022 -0.8 -0.5 -1.2
N -1.76958 2.99956 -0.16509 1.1 -2.1 0.5
C -2.13771 0.65782 0.87715 0.8 -0.3 0.9
C -2.80392 0.00409 -0.29648 -2.0 0.1 -0.7
C -3.92823 -0.94307 0.21047 -0.1 -0.7 -0.5
N -5.01657 -1.10740 -0.62868 0.6 0.5 0.2
O -3.83076 -1.58656 1.24447 -0.1 0.9 -0.4
C 2.16123 -1.48182 -1.00214 3.8 0.1 -0.1
O 3.34285 -1.63541 -1.37909 -4.0 0.0 0.8
O 1.23959 -2.45485 -0.87228 1.1 0.2 -0.7
H 4.60692 0.96256 -0.79751 -0.1 -0.3 1.2
H 5.37031 1.42420 0.83799 -1.1 -0.4 -1.0
H 3.79727 2.05127 0.29901 -0.1 0.6 0.1
H 3.96220 0.24896 2.16899 -0.6 -0.1 -0.7
H 4.08052 -0.90099 0.84475 -0.2 0.2 0.1
H 1.77448 0.97116 1.41695 -0.3 1.0 -0.5
H 2.02124 -1.02085 2.98001 -0.2 0.7 -0.7
H 0.51928 -0.92258 2.01025 -0.9 -0.1 0.2
H 1.84383 -1.98202 1.56398 -0.2 -0.1 0.1
H 2.18335 0.76600 -0.99779 -0.7 -2.0 0.5
H 0.06167 -0.43232 -1.63468 0.0 0.9 1.1
H -0.55090 1.98588 1.34712 0.4 0.3 0.3
H -0.90071 3.37926 -0.54263 -0.9 1.0 -0.2
H -2.18233 3.58088 0.52381 -0.2 0.7 0.7
H -2.80877 1.09164 1.60966 -0.8 0.4 -0.4
H -1.75662 -0.16153 1.54364 0.6 0.8 -0.9
H -2.13974 -0.66495 -0.85842 0.1 0.3 0.2
H -3.20071 0.78190 -1.02264 0.3 -0.9 0.8
H -4.92233 -0.93575 -1.61759 -0.1 0.2 0.2
H -5.75461 -1.71915 -0.32692 0.1 -0.2 0.0
H 0.49695 -1.97794 -0.48870 -0.9 -0.3 0.4
```
Positions in Å, forces in eV/Å.

Density functional theory data (ωB97M-V/def2-TZVPD) for a structure of composition CH3NO3.

## Properties
LUMO level (spin up / spin down) = -1.701 / -1.701 eV
Total charge = 0
Energy relative to the best compared isomer or geometry (same formula, charge and spin) = 5.301 eV

Structure (XYZ):
```
8
Properties=species:S:1:pos:R:3:forces:R:3
C 0.09006 -1.12846 0.51498 -1.1 0.8 3.5
O -0.60797 0.82811 -0.72228 1.9 -1.7 -0.8
O 0.15256 -0.72612 -0.72890 -1.2 3.0 -1.3
O 0.41997 1.75679 -0.77451 -0.7 -1.4 -0.3
N -0.39732 -0.48914 1.52645 0.2 -1.5 -1.3
H 0.76373 1.57177 -1.66984 0.0 0.5 0.1
H -0.90996 0.33420 1.18807 0.6 -0.2 0.3
H 0.48892 -2.14715 0.66606 0.2 0.5 -0.4
```
Positions in Å, forces in eV/Å.

Density functional theory data (ωB97M-V/def2-TZVPD) for the molecule CH4N2OS2.

## Properties
LUMO level = 0.273 eV
Total charge = 0
Structure (SMILES) = ONC(=S)NS
Energy relative to the best compared isomer or geometry (same formula, charge and spin) = 1.972 eV

Structure (XYZ):
```
10
Properties=species:S:1:pos:R:3:forces:R:3
O 0.92137 -0.03959 2.22865 1.0 -0.9 -0.4
N 0.85286 -0.43303 0.88102 -1.2 2.5 0.4
C -0.17169 0.22327 0.24240 -0.6 -1.0 -0.1
S -1.15454 1.41283 0.89197 0.7 0.0 0.3
N -0.57528 -0.24775 -0.97330 1.9 -1.0 -1.1
S 0.56531 -1.14093 -2.00098 -1.1 0.7 0.5
H 0.15579 0.55219 2.24550 -0.6 0.7 0.8
H 1.01491 -1.40736 0.78767 0.0 -0.8 -0.4
H -1.26956 0.34088 -1.40626 0.0 -0.1 -0.2
H 1.24254 -0.09348 -2.52049 0.0 -0.1 0.2
```
Positions in Å, forces in eV/Å.

Density functional theory data (ωB97M-V/def2-TZVPD) for the molecule C9H9NO.

## Properties
LUMO level = 0.704 eV
Total charge = 0
Structure (SMILES) = O=C=NCCc1ccccc1
Energy relative to the best compared isomer or geometry (same formula, charge and spin) = 1.068 eV

Structure (XYZ):
```
20
Properties=species:S:1:pos:R:3:forces:R:3
O 1.36942 -1.77664 3.06391 -1.6 1.1 -0.5
C 0.47365 -1.04192 2.75030 4.1 -3.3 1.1
N -0.33267 -0.24833 2.51540 -1.5 2.1 -1.1
C -1.49921 0.19018 1.80354 -0.5 -1.3 0.8
C -1.23767 1.11850 0.61492 -0.5 -0.8 -0.1
C -0.29885 0.50460 -0.37332 0.7 -0.4 -0.9
C 1.08076 0.67515 -0.28570 -0.2 0.6 1.7
C 1.97153 0.09219 -1.16482 1.4 0.9 0.7
C 1.50096 -0.57530 -2.27230 1.1 -0.4 0.5
C 0.14263 -0.67024 -2.40960 -0.7 -1.4 -0.9
C -0.75889 -0.26681 -1.45479 0.3 1.6 0.9
H -1.98466 0.70490 2.62846 -1.1 0.2 -0.6
H -2.04360 -0.76964 1.52389 0.3 1.4 0.1
H -2.19727 1.26518 0.07952 0.3 0.2 0.6
H -0.86352 2.06499 0.99075 0.0 0.2 -0.1
H 1.45721 1.22507 0.60652 -0.1 -0.3 -0.9
H 3.04978 0.27325 -0.92546 -1.0 -0.5 -0.6
H 2.18775 -1.16103 -2.88986 -0.3 0.6 -0.2
H -0.19630 -1.21180 -3.27585 -0.4 -0.1 -0.2
H -1.82106 -0.39228 -1.52552 -0.4 -0.3 -0.4
```
Positions in Å, forces in eV/Å.

The records above yield max |F| values of 3.96 2.60 4.10 3.78 2.77 5.40 eV Å⁻¹, respectively.